Record 1
Density functional theory data (ωB97M-V/def2-TZVPD) for 12 unconnected molecules or ions with the total composition C18H48O24S3.

The calculation puts the orbital gap at 10.7 eV. Its SMILES is CCOS(C)(=O)=O.CCOS(C)(=O)=O.CCOS(C)(=O)=O.O=C1OCCO1.O=C1OCCO1.O=C1OCCO1.O.O.O.O.O.O.

```
93
Properties=species:S:1:pos:R:3:forces:R:3:lowdin_charge:R:1
C 3.4023 -3.3435 9.7559 0.4 -0.9 -1.8 -0.041
C 3.9307 -4.3229 8.5506 -1.0 1.4 1.5 -0.221
O 3.8157 -3.6132 7.2831 1.0 -0.8 -1.0 -0.303
S 4.3373 -4.4808 5.9305 -1.7 0.1 0.5 0.662
C 2.7105 -5.2888 5.5833 1.3 0.4 -0.3 -0.102
O 4.5320 -3.5251 4.8669 0.1 -0.6 1.3 -0.289
O 5.3514 -5.4499 6.2851 -0.8 1.0 -0.1 -0.294
H 2.3139 -3.4014 9.7697 0.0 0.3 -0.4 0.060
H 3.7343 -2.3247 9.5562 -0.1 -0.1 0.2 0.066
H 3.6466 -3.6456 10.7743 0.7 -0.3 -0.3 0.065
H 4.9659 -4.6573 8.6183 -0.3 -0.1 0.5 0.103
H 3.1888 -5.1210 8.5739 0.5 -0.5 -0.3 0.101
H 2.6215 -6.2433 6.1019 -0.1 0.3 0.2 0.065
H 2.7214 -5.4525 4.5057 0.0 -0.1 0.1 0.062
H 1.9769 -4.5220 5.8326 0.0 -0.3 0.1 0.066
C 1.1071 4.2979 4.8880 -1.2 -0.3 0.0 -0.057
C 0.9702 3.9225 6.3486 2.4 0.6 0.5 -0.336
O -0.3590 3.8139 6.7552 -2.2 -1.2 1.7 -0.281
S -0.6897 2.8659 8.0971 1.6 -0.1 0.9 0.724
C -0.6499 1.2470 7.2132 0.5 1.8 0.9 -0.085
O 0.4909 2.9161 9.0439 -3.4 0.1 -2.7 -0.335
O -2.0376 3.1413 8.5664 1.9 0.2 -0.8 -0.297
H 1.2140 3.5444 4.1078 0.7 -0.5 0.5 0.075
H 1.9014 5.0439 4.8633 -0.4 0.1 -0.7 0.083
H 0.0897 4.6083 4.6501 0.2 1.2 -0.3 0.079
H 1.6253 3.1023 6.6419 -0.4 -0.5 0.0 0.117
H 1.3589 4.7690 6.9147 0.2 0.1 0.0 0.118
H -1.4500 0.6320 7.6252 0.4 -0.1 -0.1 0.072
H 0.3856 1.0551 7.4942 -0.2 -1.2 -0.3 0.055
H -0.7380 1.4755 6.1511 -0.2 -0.2 0.2 0.068
C 6.2694 -1.0037 -3.6410 -0.5 0.3 -0.1 -0.069
C 6.5060 -1.2008 -5.1750 0.3 1.0 1.2 -0.243
O 5.8968 -0.0522 -5.8098 -1.1 1.2 -2.2 -0.317
S 6.1564 0.3842 -7.4604 3.6 -1.0 0.8 0.745
C 5.1318 -0.9659 -8.3074 1.3 1.4 0.8 -0.083
O 5.5383 1.6641 -7.7625 0.4 -1.9 1.0 -0.300
O 7.6614 0.2725 -7.6631 -4.6 -0.1 0.4 -0.351
H 6.7150 -0.1181 -3.1879 0.5 -0.1 -0.4 0.075
H 6.4737 -1.8638 -3.0032 0.7 -0.2 -0.5 0.073
H 5.2138 -0.8642 -3.4079 -0.3 0.1 -0.6 0.068
H 7.5492 -1.1069 -5.4767 0.1 -0.8 0.3 0.108
H 6.0301 -2.1518 -5.4140 0.1 0.1 -0.7 0.111
H 4.3136 -1.0713 -7.5951 -0.1 -0.1 -0.5 0.061
H 5.7333 -1.8655 -8.4384 0.0 0.1 0.3 0.064
H 4.8904 -0.5258 -9.2749 -0.3 -0.1 0.2 0.060
O -5.6202 1.4110 -9.2427 1.4 0.3 -0.5 0.153
C -4.5259 1.8107 -9.5556 -2.4 -1.1 0.4 -0.588
O -3.7877 2.6159 -8.8215 -1.2 0.7 0.8 0.093
C -2.7102 3.0313 -9.5586 2.8 1.0 -0.2 -0.161
C -2.7294 2.2873 -10.9096 0.4 0.4 2.1 -0.089
O -3.8787 1.4766 -10.6717 0.1 -0.5 -2.2 0.079
H -2.7114 4.0795 -9.8576 -0.4 0.3 0.9 0.125
H -1.8795 2.8450 -8.8780 0.6 0.1 -0.6 0.134
H -1.8127 1.7191 -11.0675 -0.4 -0.4 -0.1 0.131
H -2.7915 3.0964 -11.6374 -0.7 -0.8 -0.7 0.125
O 0.4371 -4.3808 -2.4949 0.2 -0.4 0.2 0.169
C -0.0693 -3.3199 -2.3812 -0.5 -0.3 -1.4 -0.545
O -0.4538 -2.5613 -3.4949 1.7 -1.1 2.1 0.028
C -0.8177 -1.2930 -3.0107 -1.3 0.0 0.6 -0.126
C -0.7344 -1.3804 -1.4161 -0.2 0.1 -2.3 -0.083
O -0.4302 -2.7600 -1.2065 0.2 0.5 -0.4 0.054
H -0.1886 -0.5100 -3.4341 -0.2 0.0 0.0 0.126
H -1.8524 -1.2854 -3.3533 -0.1 1.2 0.2 0.126
H -1.7263 -1.1313 -1.0391 0.4 0.0 0.5 0.124
H 0.0921 -0.7523 -1.0836 -0.3 -0.1 0.5 0.127
O -4.8287 4.7129 2.7439 0.6 -0.1 -0.6 0.174
C -4.8692 5.7035 3.3913 -1.1 0.4 -0.1 -0.629
O -5.3958 5.7749 4.5844 -1.5 -1.9 2.1 0.081
C -5.4697 7.0663 5.0927 1.2 0.6 2.0 -0.144
C -4.4877 7.8130 4.2080 -0.9 -0.8 1.0 -0.083
O -4.5817 6.9505 3.0464 2.0 2.6 -1.8 0.076
H -6.4710 7.4560 5.2761 -0.2 -0.2 -0.8 0.135
H -5.0041 7.0012 6.0761 -0.3 0.1 0.3 0.129
H -3.5322 7.7755 4.7311 0.5 -0.4 -0.7 0.128
H -4.7100 8.8792 4.1656 -0.3 -0.2 -1.3 0.133
O -1.4396 -3.1943 -8.8820 0.0 0.2 -0.2 -0.054
H -1.7786 -3.3181 -7.9955 -0.1 0.0 0.2 0.028
H -0.6479 -3.7314 -8.9134 0.2 -0.1 0.0 0.026
O -3.2481 -2.9839 3.6635 0.1 0.1 0.2 -0.054
H -3.7510 -3.7980 3.6413 -0.1 -0.2 0.0 0.030
H -3.2400 -2.6819 2.7553 0.0 0.1 -0.2 0.024
O -6.9940 -0.7696 0.2240 0.1 -0.2 -0.2 -0.055
H -7.7771 -0.9969 0.7254 -0.2 -0.1 0.1 0.030
H -6.4580 -0.2617 0.8330 0.1 0.2 0.1 0.029
O -1.5703 -9.5151 -3.5982 -0.1 -0.2 -0.1 -0.054
H -2.1612 -8.9221 -3.1341 -0.2 0.1 0.1 0.027
H -0.6948 -9.1756 -3.4123 0.2 0.1 0.0 0.028
O -0.2187 5.0147 -2.6643 0.1 -0.2 0.1 -0.056
H -1.0368 5.4162 -2.3715 -0.2 0.1 0.1 0.029
H 0.0585 5.5499 -3.4079 0.1 0.1 -0.2 0.028
O -6.1947 -3.9221 -2.7817 -0.1 -0.1 -0.2 -0.051
H -5.4090 -4.2578 -2.3503 0.2 -0.1 0.1 0.024
H -6.4451 -3.1575 -2.2632 -0.1 0.3 0.1 0.023
```
Positions in Å, forces in eV/Å.

***

Record 2
Density functional theory data (ωB97M-V/def2-TZVPD) for a molecular structure, C29H38NO5Tl.

Its total charge is -2. The calculation puts the orbital gap (spin up / spin down) at 2.8 / 4.6 eV. The calculation puts the energy above the lowest of the compared OMol25 structures with the same formula, charge and spin at 223.9 kJ/mol.

```
74
Properties=species:S:1:pos:R:3:forces:R:3:lowdin_charge:R:1
C -0.1385 -0.1975 -6.3219 0.4 -0.2 -1.3 -0.252
C -0.6361 -1.2025 -5.2468 -0.3 0.2 -0.7 -0.064
C -0.3175 1.2242 -5.7644 -0.1 0.2 0.1 -0.066
C -1.4237 1.0781 -4.7131 0.1 -1.0 -0.3 -0.226
H -0.5811 1.9178 -6.5656 0.1 -0.1 0.1 0.129
H 0.6149 1.5665 -5.2968 -0.2 -0.1 0.0 0.124
C -1.0898 -0.3363 -4.0851 0.6 0.3 0.4 -0.205
H 0.1555 -1.9219 -5.0231 -0.1 0.2 0.3 0.117
H -1.4959 -1.7610 -5.6381 0.1 0.0 -0.1 0.128
C 0.0315 -0.1845 -3.0451 -0.5 0.2 1.3 -0.321
H -1.9818 -0.7446 -3.5984 0.3 0.0 0.1 0.143
H -2.3841 0.9527 -5.2345 0.1 -0.1 -0.2 0.145
C -1.5867 2.2211 -3.8024 0.2 -0.4 -0.3 -0.303
C 1.3269 -0.3414 -6.6961 0.1 -0.9 1.4 -0.469
C -0.9701 -0.3534 -7.5994 -1.3 2.0 0.2 -0.411
O -1.7825 0.5129 -7.9320 1.4 -2.1 0.0 0.092
O 2.1467 -0.9059 -6.0012 -0.3 0.5 -0.8 0.121
O 1.6328 0.2603 -7.8588 0.3 0.0 0.1 -0.024
O -0.8507 -1.4694 -8.3400 0.0 -0.5 -0.2 -0.020
C 0.0549 -2.5795 -8.0891 -0.2 0.5 0.1 -0.020
H 0.1395 -2.8665 -7.0293 -0.1 0.3 -0.4 0.094
H 1.0434 -2.3462 -8.5077 -0.2 0.0 0.2 0.092
H -0.3852 -3.4045 -8.6529 0.1 0.1 0.1 0.091
C 3.0385 0.2513 -8.1359 0.1 0.1 -0.1 -0.046
H 3.5942 0.7694 -7.3435 -0.2 -0.1 -0.2 0.103
H 3.1419 0.7739 -9.0859 0.1 -0.1 0.1 0.088
H 3.4164 -0.7761 -8.2121 -0.1 0.2 0.0 0.093
O -0.5292 0.4625 -1.9607 -0.5 0.8 -1.8 -0.367
H 0.8885 0.3827 -3.4701 0.0 -0.1 -0.2 0.110
H 0.4715 -1.1465 -2.7093 -0.3 -0.1 -0.5 0.112
C -2.9377 2.5455 -3.3534 -0.6 0.1 0.4 -0.070
C -0.4599 3.0802 -3.4510 0.7 0.6 0.4 -0.077
H -0.0156 3.6064 -4.3118 -0.1 0.0 0.0 0.076
H 0.3441 2.4934 -2.9829 -0.1 0.1 0.0 0.078
H -0.7825 3.8415 -2.7316 0.2 -0.1 -0.1 0.069
H -2.9538 2.8981 -2.3137 0.0 -0.1 -0.1 0.070
H -3.5855 1.6651 -3.4358 -0.1 0.2 0.1 0.081
H -3.3735 3.3505 -3.9696 -0.2 0.0 0.0 0.076
Tl -0.1596 0.3799 0.1565 0.3 -0.7 0.1 0.988
C -1.7814 -0.9611 1.6889 -0.4 -1.5 -0.4 -0.260
C -2.3459 -0.9156 0.3633 -0.3 -1.3 0.7 -0.251
C -1.6734 -1.9020 -0.4328 -0.2 -0.5 0.8 -0.229
H -3.2223 -0.3269 0.0879 0.3 -0.2 0.0 0.081
C -0.6453 -2.4844 0.3634 -0.9 0.0 0.1 -0.213
C -0.7097 -1.9117 1.6712 -0.9 0.0 -0.2 -0.223
H -0.0459 -2.1440 2.5067 -0.2 0.1 -0.3 0.080
H -2.1990 -0.4557 2.5612 0.4 0.1 -0.5 0.075
H -1.9433 -2.2018 -1.4497 0.3 0.4 0.3 0.076
H 0.0374 -3.2817 0.0499 -0.2 0.5 0.1 0.078
C 2.1458 1.3765 0.5532 1.3 -0.6 -0.3 -0.251
C 2.1734 0.2386 1.4363 1.0 0.1 -0.7 -0.230
C 2.3787 -0.9245 0.6368 0.4 0.6 -0.1 -0.213
H 2.1276 0.2670 2.5272 -0.2 0.0 -0.5 0.066
C 2.4706 -0.5270 -0.7286 0.5 0.4 0.3 -0.218
C 2.3335 0.8930 -0.7873 1.0 -0.3 0.8 -0.234
H 2.4448 1.5246 -1.6725 -0.3 -0.3 0.2 0.079
H 2.1256 2.4258 0.8527 -0.3 -0.4 -0.1 0.089
H 2.4551 -1.9456 1.0198 -0.2 0.4 -0.2 0.079
H 2.6668 -1.1924 -1.5790 -0.3 0.3 0.4 0.078
C -0.8893 3.3731 -0.0721 -0.1 0.1 -0.7 -0.086
C -0.8386 3.0337 1.3775 -0.1 0.2 2.1 -0.396
C -1.0212 3.9226 2.4625 0.2 -0.8 -0.8 -0.113
C -0.8187 3.1684 3.6495 0.2 -1.1 -0.8 -0.108
C -0.5208 1.8470 3.2381 -0.6 2.2 -1.0 -0.385
C -0.1898 0.7483 4.1464 0.1 -0.7 0.7 -0.073
N -0.5631 1.7897 1.8697 -0.3 1.3 0.9 -0.031
H -1.8869 3.7613 -0.3354 0.3 0.1 0.0 0.070
H -0.7123 2.5428 -0.7853 -0.1 0.3 0.5 0.022
H -0.1219 4.1280 -0.3160 -0.3 -0.1 0.0 0.081
H -1.2570 4.9579 2.3018 -0.1 0.4 0.3 0.058
H -0.8647 3.4331 4.6933 -0.1 0.4 0.1 0.057
H 0.8491 0.4127 4.0540 -0.1 0.0 0.0 0.053
H -0.3375 1.1283 5.1676 0.1 -0.2 -0.1 0.067
H -0.8285 -0.1267 4.0053 0.1 0.0 0.1 0.048
```
Positions in Å, forces in eV/Å.

***

Record 3
Density functional theory data (ωB97M-V/def2-TZVPD) for a molecular structure, C32H28N2O2P2PdS2SbSe4.

Its total charge is -1. The calculation puts the orbital gap (spin up / spin down) at 6.6 / 5.0 eV. The calculation puts the energy above the lowest of the compared OMol25 structures with the same formula, charge and spin at 88.0 kJ/mol. As for the expectation value of S²: 6.04. The spin multiplicity is 5.

```
74
Properties=species:S:1:pos:R:3:forces:R:3:lowdin_charge:R:1
Pd 0.5059 2.3885 -0.7210 0.1 -0.4 -0.1 0.284
S 2.2567 -0.7051 1.2241 0.0 0.0 0.0 0.326
P 0.5136 -0.9004 0.3054 0.0 0.0 0.0 0.414
C 0.0472 0.4019 -0.7486 0.0 -0.1 0.0 -0.623
P -1.1516 0.4495 -1.9968 0.0 0.0 0.0 0.396
S -1.5421 2.3753 -2.3491 0.0 0.0 0.0 0.247
C -2.7238 -0.3984 -1.5982 0.0 0.0 0.0 -0.327
C -3.5317 0.2035 -0.6341 0.0 0.0 0.0 -0.108
C -4.7100 -0.3993 -0.2252 0.0 0.0 0.0 -0.076
C -5.1093 -1.6014 -0.7949 0.0 0.0 0.0 -0.090
C -4.3267 -2.1939 -1.7746 0.0 0.0 0.0 -0.088
C -3.1366 -1.5979 -2.1721 0.0 0.0 0.0 -0.110
C -0.5862 -0.3538 -3.5294 0.0 0.0 0.0 -0.340
C -1.4264 -0.4077 -4.6411 0.0 0.0 0.0 -0.106
C -0.9856 -0.9837 -5.8207 0.0 0.0 0.0 -0.086
C 0.3026 -1.5016 -5.9034 0.0 0.0 0.0 -0.094
C 1.1494 -1.4270 -4.8093 0.0 0.0 0.0 -0.079
C 0.7073 -0.8479 -3.6259 0.0 0.0 0.0 -0.078
C 0.5129 -2.5027 -0.5790 0.0 0.0 0.0 -0.346
C 1.7166 -3.0073 -1.0641 0.0 0.0 -0.1 -0.122
C 1.7338 -4.1562 -1.8408 0.0 0.0 0.0 -0.087
C 0.5492 -4.8208 -2.1284 0.0 0.0 0.0 -0.092
C -0.6494 -4.3409 -1.6218 0.0 0.0 0.0 -0.080
C -0.6665 -3.1887 -0.8474 0.0 0.0 0.0 -0.102
C -0.7890 -1.0689 1.5735 0.0 0.1 0.0 -0.349
C -1.0037 -2.2703 2.2449 0.0 0.0 0.0 -0.089
C -1.9349 -2.3400 3.2694 0.0 0.0 0.0 -0.082
C -2.6424 -1.2057 3.6466 0.0 0.0 0.0 -0.086
C -2.4143 -0.0014 2.9989 0.0 0.0 0.0 -0.076
C -1.4935 0.0662 1.9634 0.0 0.0 0.0 -0.110
H -3.2313 1.1566 -0.2159 0.0 0.0 0.0 0.090
H -5.3183 0.0721 0.5356 0.0 0.0 0.0 0.104
H -6.0330 -2.0706 -0.4807 0.0 0.0 0.0 0.098
H -4.6385 -3.1254 -2.2309 0.0 0.0 0.0 0.100
H -2.5215 -2.0790 -2.9207 0.0 0.0 0.0 0.097
H -2.4227 0.0144 -4.5814 0.0 0.0 0.0 0.109
H -1.6432 -1.0225 -6.6799 0.0 0.0 0.0 0.099
H 0.6460 -1.9526 -6.8260 0.0 0.0 0.0 0.097
H 2.1574 -1.8174 -4.8714 0.0 0.0 0.0 0.102
H 1.3700 -0.7636 -2.7747 0.0 0.0 0.0 0.091
H 2.6366 -2.4899 -0.8198 0.0 0.0 0.0 0.064
H 2.6752 -4.5356 -2.2184 0.0 0.0 0.0 0.100
H 0.5622 -5.7161 -2.7373 0.0 0.0 0.0 0.097
H -1.5758 -4.8645 -1.8260 0.0 0.0 0.0 0.102
H -1.6016 -2.8296 -0.4432 -0.1 0.0 0.0 0.095
H -0.4363 -3.1510 1.9682 0.0 0.0 0.0 0.109
H -2.1016 -3.2797 3.7808 0.0 0.0 0.0 0.099
H -3.3628 -1.2605 4.4530 0.0 0.0 0.0 0.098
H -2.9490 0.8909 3.2993 0.0 0.0 0.0 0.108
H -1.3118 1.0037 1.4503 0.0 0.0 0.0 0.090
Se -2.0903 8.3446 1.1937 -0.1 0.0 0.1 -0.231
Sb 0.1292 7.7418 0.5755 0.0 -0.4 -0.2 0.036
Se 1.3401 4.7832 -1.5654 0.1 0.1 -0.1 0.047
Se -0.0742 4.8793 0.1712 -0.1 0.7 0.2 -0.087
Se 1.9784 7.8020 2.0756 0.0 0.0 0.1 -0.191
O 0.9784 0.6012 4.0194 -0.1 0.0 0.0 -0.076
C 2.2854 0.7025 4.5098 0.1 0.0 0.0 -0.284
N 2.5995 2.0333 4.9668 0.0 0.0 0.1 0.102
C 3.2565 3.0074 4.2779 -0.2 -0.1 -0.2 -0.453
O 3.7152 3.9830 4.8320 0.2 0.3 0.1 0.074
C 3.3761 2.8338 2.7911 0.0 -0.1 0.0 -0.115
C 4.6215 2.9461 2.1922 0.0 0.0 0.0 0.006
C 4.7177 2.8068 0.8197 0.0 0.0 0.0 -0.039
C 3.5577 2.6044 0.0918 0.0 0.0 0.0 -0.175
N 2.3542 2.5426 0.6548 0.0 0.0 0.1 -0.063
C 2.2654 2.6378 1.9801 0.0 0.0 0.0 -0.114
H 1.0405 0.1358 3.1692 0.0 0.0 -0.2 -0.023
H 3.0009 0.4092 3.7379 0.0 0.0 0.0 0.089
H 2.4079 0.0371 5.3680 0.0 0.0 0.0 0.124
H 2.4484 2.2524 5.9391 0.0 0.0 0.0 0.143
H 5.4929 3.1432 2.8034 0.0 0.0 0.0 0.124
H 5.6702 2.8681 0.3125 0.0 0.0 0.0 0.104
H 3.5834 2.4976 -0.9850 0.0 0.0 0.0 0.097
H 1.2732 2.5635 2.4070 0.0 0.0 0.0 0.117
```
Positions in Å, forces in eV/Å.